Record 1
Formula: C5H11NO4S
Source: the Open Molecules 2025 dataset
Level of theory: wB97M-V/def2-TZVPD

XYZ file:
```
22
Properties=species:S:1:pos:R:3:forces:R:3:nbo_charge:R:1
C 1.147 0.299 1.451 0.237 -2.634 -2.791 -0.626
C 2.387 -0.851 -0.540 1.139 -0.379 3.682 -0.651
C 0.816 1.063 -1.051 -0.385 1.293 1.928 -0.672
C -3.810 0.535 0.634 -3.858 -1.688 2.804 -0.177
C 1.171 -0.036 -0.093 0.509 0.765 0.175 -0.170
N -2.624 0.565 0.107 8.713 -2.002 -2.714 0.217
O -2.188 1.405 -0.677 -0.852 2.102 -1.207 -0.284
O -1.643 -0.412 0.469 0.231 -1.087 0.957 -0.636
O -0.438 -1.614 -1.688 -0.421 0.869 -0.482 -0.874
O 0.103 -2.313 0.579 -1.121 1.027 -0.314 -0.894
S -0.193 -1.233 -0.341 -0.499 -1.715 1.561 2.272
H 0.997 -0.722 1.827 -0.009 0.684 0.878 0.244
H 2.099 0.667 1.753 0.475 0.683 0.267 0.225
H 0.292 0.897 1.532 -0.932 1.119 1.054 0.226
H 2.298 -1.137 -1.517 -0.639 -1.408 -2.438 0.224
H 2.403 -1.692 0.227 0.427 0.519 -1.500 0.238
H 3.424 -0.416 -0.555 -1.259 0.521 0.672 0.239
H 0.980 0.687 -2.024 -0.655 -0.212 -1.327 0.226
H -0.229 1.391 -0.742 1.507 0.008 -1.268 0.256
H 1.539 1.878 -0.948 -0.210 0.128 0.248 0.222
H -4.413 1.280 0.349 -2.184 2.532 -1.010 0.192
H -4.121 -0.242 1.249 -0.212 -1.126 0.824 0.202
```
Forces are in eV/Å.

Summary:
Total charge: 0
<S²>: 2.01
2S+1: 3
Maximum force in hartree/bohr: 0.1817
Energy above the lowest of the compared OMol25 structures with the same formula, charge and spin in kJ/mol: 262.68
E_HOMO (alpha / beta) in eV: -6.52 / -11.01
Orbital gap (alpha / beta) in eV: 6.64 / 8.94

***

Record 2
Formula: C5H11NO5
Source: the Open Molecules 2025 dataset
Level of theory: wB97M-V/def2-TZVPD

XYZ file:
```
22
Properties=species:S:1:pos:R:3:forces:R:3:nbo_charge:R:1
N 3.230 -0.001 -2.926 -0.915 0.993 -0.211 0.703
O 3.607 1.099 -3.191 -0.058 -1.006 -0.255 -0.278
O 2.565 -0.053 -1.561 5.333 -2.298 -0.034 -0.179
O 3.329 -1.066 -3.450 0.018 0.961 0.438 -0.273
C -1.958 -2.235 1.198 -0.139 0.232 -0.397 -0.601
C -1.303 -1.246 0.229 0.414 -0.021 -0.212 -0.397
C -0.836 0.022 0.917 -0.566 -0.137 0.848 -0.419
C -0.036 1.046 0.135 -1.471 0.565 0.144 0.059
C 0.035 2.315 0.963 -0.290 0.471 -0.168 -0.614
O 1.304 0.690 -0.081 -0.322 -0.388 -1.721 -0.240
O 1.277 0.117 -1.479 -3.222 1.058 1.124 -0.028
H -2.164 -3.166 0.668 -0.077 -0.039 0.158 0.212
H -1.308 -2.454 2.045 0.024 -0.008 0.012 0.204
H -2.910 -1.839 1.580 0.236 -0.096 -0.030 0.201
H -0.427 -1.707 -0.250 -0.297 -0.057 -0.012 0.205
H -2.017 -0.966 -0.559 0.203 -0.195 0.040 0.195
H -1.735 0.533 1.310 0.264 -0.053 -0.205 0.200
H -0.265 -0.224 1.825 0.063 -0.060 -0.220 0.204
H -0.519 1.250 -0.855 0.379 -0.062 0.706 0.196
H -0.975 2.623 1.262 0.301 -0.067 -0.021 0.215
H 0.640 2.157 1.860 -0.059 0.018 -0.090 0.217
H 0.466 3.107 0.360 0.184 0.187 0.105 0.220
```
Forces are in eV/Å.

Summary:
Total charge: 0
Maximum force in hartree/bohr: 0.1129
Energy above the lowest of the compared OMol25 structures with the same formula, charge and spin in kJ/mol: 733.33
E_HOMO in eV: -9.81
Orbital gap in eV: 9.48

***

Record 3
Formula: C5H11NOS
Source: the Open Molecules 2025 dataset
Level of theory: wB97M-V/def2-TZVPD

XYZ file:
```
19
Properties=species:S:1:pos:R:3:forces:R:3:nbo_charge:R:1
O 1.224 -1.187 1.943 0.097 2.094 -1.973 -0.725
C 1.612 0.283 1.544 -0.001 -3.251 1.107 -0.015
N 0.729 0.947 0.735 -0.959 -0.717 -1.033 -0.282
C -0.064 0.153 -0.178 0.783 2.602 1.444 -0.156
C 0.532 -1.105 -0.731 0.643 0.095 0.719 -0.436
C 1.478 -0.300 -1.365 -0.087 -2.957 -2.140 0.017
S -3.091 1.554 -1.511 0.343 -0.052 -0.547 -0.605
C -1.517 -0.084 0.394 0.023 -0.850 1.629 -0.525
H 1.789 0.836 2.466 0.049 -0.084 -0.002 0.230
H 2.559 -0.082 1.108 0.356 1.330 -0.251 0.210
H -0.357 0.861 -0.970 -0.192 0.275 -0.022 0.281
H -0.168 -1.870 -1.030 -0.195 0.381 -0.972 0.262
H 1.151 -1.492 0.959 -0.277 -0.420 1.544 0.444
H 1.272 0.017 -2.392 0.369 -0.184 -0.209 0.204
H 2.544 -0.298 -1.093 -0.524 1.514 1.102 0.218
H -4.298 2.104 -1.435 -0.289 0.106 0.259 0.121
H -1.381 -0.624 1.351 -0.369 0.030 -0.464 0.229
H -2.099 -0.624 -0.350 0.153 -0.011 -0.073 0.254
H -1.915 0.912 0.553 0.076 0.099 -0.119 0.274
```
Forces are in eV/Å.

Summary:
Total charge: 0
Maximum force in hartree/bohr: 0.0710
Energy above the lowest of the compared OMol25 structures with the same formula, charge and spin in kJ/mol: 1213.78
E_HOMO in eV: -7.30
Orbital gap in eV: 3.65

***

Record 4
Formula: C5H11NOS
Source: the Open Molecules 2025 dataset
Level of theory: wB97M-V/def2-TZVPD

XYZ file:
```
19
Properties=species:S:1:pos:R:3:forces:R:3:nbo_charge:R:1
C -1.170 0.472 -0.629 1.559 -1.065 0.245 -0.226
N -0.768 1.787 -0.187 0.993 1.199 -0.809 -0.650
C 0.664 2.144 -0.422 -1.527 -0.383 0.128 0.085
O 1.492 1.323 0.312 0.499 -0.178 0.744 -0.734
C 0.045 -0.493 -0.986 -1.234 0.685 0.914 -0.386
C 0.865 -0.935 0.266 -0.963 -3.994 -2.264 -0.509
C 0.337 -1.986 1.010 -0.294 -0.613 -0.686 -0.093
S -1.362 -2.421 1.258 -0.286 0.714 -0.086 -0.004
H -1.617 -0.001 0.236 -0.844 -0.114 -0.325 0.198
H -1.828 0.503 -1.501 -0.135 0.013 0.174 0.188
H 0.764 3.207 -0.124 0.083 -0.377 -0.052 0.163
H 0.800 2.078 -1.526 0.286 -0.006 0.405 0.126
H 0.726 0.060 -1.620 0.174 -0.292 -0.184 0.239
H -0.351 -1.396 -1.478 0.193 0.376 -0.040 0.205
H 1.874 -1.229 -0.037 0.074 0.698 0.393 0.256
H 0.890 0.048 0.875 0.902 3.047 -0.123 0.420
H 0.895 -2.904 1.183 0.835 0.728 0.850 0.212
H -0.884 1.925 0.795 -0.373 -0.204 0.561 0.352
H -1.373 -2.182 2.575 0.057 -0.234 0.154 0.156
```
Forces are in eV/Å.

Summary:
Total charge: 0
Maximum force in hartree/bohr: 0.0912
Energy above the lowest of the compared OMol25 structures with the same formula, charge and spin in kJ/mol: 601.33
E_HOMO in eV: -8.06
Orbital gap in eV: 6.16

***

Record 5
Formula: C5H11NOS
Source: the Open Molecules 2025 dataset
Level of theory: wB97M-V/def2-TZVPD

XYZ file:
```
19
Properties=species:S:1:pos:R:3:forces:R:3:nbo_charge:R:1
O -1.591 -2.227 -1.860 -0.122 -0.227 0.028 -0.591
C -1.603 -1.580 -0.840 0.180 -0.074 0.191 0.533
N -0.539 -1.438 0.009 0.089 0.518 0.018 -0.634
C -0.234 -0.136 0.645 0.250 -0.732 -0.129 -0.056
C 1.011 0.470 -0.038 -0.666 -0.429 0.365 -0.404
C 0.724 0.941 -1.452 0.768 -0.905 -0.393 -0.551
S -0.149 2.490 -1.646 -0.285 0.189 0.060 -0.015
C -0.017 -0.301 2.151 -0.029 0.743 0.425 -0.629
H -2.511 -1.089 -0.449 0.027 0.238 -0.204 0.109
H 0.282 -1.973 -0.244 -0.077 -0.042 -0.215 0.385
H -1.062 0.527 0.417 -0.300 0.055 0.179 0.210
H 1.375 1.246 0.630 0.256 0.271 -0.205 0.212
H 1.760 -0.329 -0.087 0.143 0.185 0.114 0.204
H 0.138 0.158 -1.939 -0.381 0.229 -0.018 0.236
H 1.640 0.904 -2.049 0.043 0.476 0.149 0.221
H 0.693 3.248 -0.930 0.053 -0.026 -0.020 0.114
H -0.622 0.403 2.724 -0.133 0.185 -0.116 0.219
H -0.309 -1.274 2.536 0.264 -0.186 -0.237 0.229
H 1.013 -0.040 2.422 -0.079 -0.467 0.010 0.207
```
Forces are in eV/Å.

Summary:
Total charge: 0
Maximum force in hartree/bohr: 0.0243
Energy above the lowest of the compared OMol25 structures with the same formula, charge and spin in kJ/mol: 83.64
E_HOMO in eV: -9.35
Orbital gap in eV: 10.12

***

Record 6
Formula: C5H11NOS
Source: the Open Molecules 2025 dataset
Level of theory: wB97M-V/def2-TZVPD

XYZ file:
```
19
Properties=species:S:1:pos:R:3:forces:R:3:nbo_charge:R:1
C 2.323 -1.085 -1.220 -1.761 0.748 1.354 -0.931
C -0.166 0.897 0.010 0.099 -2.378 -1.171 -0.470
C -1.243 0.119 0.131 1.464 0.715 1.046 0.083
C -2.528 0.785 0.500 0.628 0.791 -0.698 -0.650
C -1.107 -1.393 0.301 -3.160 0.372 -0.986 -0.657
N 2.281 1.399 -0.261 1.870 1.443 1.237 -1.062
O 1.507 -0.600 1.275 0.254 0.232 -1.230 -0.951
S 1.489 -0.027 -0.084 0.613 -0.657 0.538 1.812
H 1.903 -2.116 -1.180 0.269 0.884 0.220 0.219
H 2.353 -0.681 -2.222 -0.047 0.268 -0.176 0.206
H -0.351 1.940 -0.147 0.847 0.559 -0.040 0.229
H -3.198 0.450 -0.240 -1.759 -0.956 -0.196 0.220
H -2.584 0.386 1.491 -1.453 0.017 0.767 0.231
H -2.670 1.903 0.449 1.041 -1.065 0.330 0.220
H -0.380 -1.690 -0.402 0.977 -0.843 -0.493 0.222
H -0.881 -1.693 1.305 0.396 0.039 0.474 0.250
H -2.077 -1.948 0.012 1.286 1.000 0.362 0.213
H 1.977 1.966 0.582 0.560 -0.596 -1.457 0.398
H 3.351 1.389 -0.301 -2.123 -0.572 0.117 0.418
```
Forces are in eV/Å.

Summary:
Total charge: 0
Maximum force in hartree/bohr: 0.0648
Energy above the lowest of the compared OMol25 structures with the same formula, charge and spin in kJ/mol: 530.15
E_HOMO in eV: -8.17
Orbital gap in eV: 8.84